No. 1
Density functional theory data (ωB97M-V/def2-TZVPD) for one molecule with the formula C11H9BrN4O3 in a non-equilibrium geometry.

Kohn-Sham gap in eV: 7.8
SMILES string: O=C1NC(=O)/C(=C2\CCNC(=O)c3[nH]c(Br)cc32)N1
LUMO in eV: -0.62
Multiplicity: 1

Each line ends with the natural charge from an NBO analysis.
CARTESIAN COORDINATES (ANGSTROEM)
O: -2.5829 1.4541 -0.3505  -0.556
O: -1.5721 0.4745 -4.4241  -0.606
O: 3.5055 -1.4898 2.0582  -0.613
Br: 2.9606 -3.9753 -3.1962  0.101
C: -1.7718 1.2271 -1.2279  0.633
C: -1.2966 0.8232 -3.2915  0.769
C: 2.4165 -1.2362 1.5752  0.635
C: 1.0851 -2.2310 -1.7624  -0.335
C: 0.9667 -1.4180 -0.5273  -0.089
C: 2.2738 -2.9082 -1.7225  0.110
C: 2.0491 -1.7344 0.2406  0.038
C: -0.6467 0.3028 -1.2559  0.048
C: -0.0376 -0.4212 -0.2066  0.028
N: -2.0569 1.6034 -2.5147  -0.624
N: 2.8235 -2.6704 -0.4679  -0.518
N: -0.2830 0.2318 -2.5832  -0.601
N: 1.4776 -0.8169 2.4987  -0.612
C: -0.4378 -0.0777 1.2110  -0.447
C: 0.0653 -1.0488 2.2719  -0.222
H: 0.3923 -2.2498 -2.6305  0.228
H: -3.0578 1.5872 -2.7647  0.436
H: 3.7316 -3.0522 -0.1022  0.453
H: 0.1741 -0.5561 -2.9667  0.426
H: 1.8392 -0.8828 3.4540  0.416
H: -1.5528 -0.0803 1.3114  0.257
H: -0.0769 0.9302 1.4739  0.236
H: -0.1089 -2.0808 1.9881  0.191
H: -0.4663 -0.8603 3.1993  0.217

---

No. 2
Density functional theory data (ωB97M-V/def2-TZVPD) for C11H9Cl5KSi as an isolated structure.

Kohn-Sham gap in eV: 7.9
Net charge: -1
LUMO in eV: 2.43
Multiplicity: 1

Each line ends with the natural charge from an NBO analysis.
CARTESIAN COORDINATES (ANGSTROEM)
K: 0.1343 -1.7123 -0.0796  0.912
Cl: 0.5553 -5.9962 -0.3191  -0.058
C: -0.9151 -5.3801 0.4525  -0.060
C: -1.0721 -4.0118 0.5409  -0.419
C: -2.2417 -3.6210 1.1546  -0.069
Cl: -2.5440 -1.8717 1.3212  -0.078
C: -3.2115 -4.4865 1.6575  -0.107
Cl: -4.6573 -3.9024 2.4162  0.011
C: -2.9988 -5.8579 1.5396  -0.101
Cl: -4.1677 -6.9793 2.1452  0.019
C: -1.8315 -6.3152 0.9272  -0.105
Cl: -1.5602 -8.0217 0.7772  0.010
C: 1.9781 4.0611 -2.5766  -1.102
Si: 1.5767 3.5828 -0.8075  1.614
C: 3.0063 4.1225 0.2802  -1.102
C: 0.0728 4.5692 -0.2849  -1.103
C: 1.3133 1.8171 -0.6795  -0.849
C: 1.1908 0.5862 -0.6231  -0.443
H: 2.1747 5.1324 -2.6835  0.214
H: 1.1482 3.7944 -3.2362  0.231
H: 2.8589 3.5097 -2.9161  0.232
H: 3.2100 5.1941 0.1906  0.214
H: 3.9096 3.5724 0.0039  0.232
H: 2.7912 3.8986 1.3284  0.231
H: 0.2616 5.6430 -0.3782  0.215
H: -0.1907 4.3556 0.7542  0.231
H: -0.7913 4.3167 -0.9050  0.231

---

No. 3
Density functional theory data (ωB97M-V/def2-TZVPD) for C11H9MgNO4 as an isolated structure in a non-equilibrium geometry.

Kohn-Sham gap in eV: 6.6
Net charge: +2
LUMO in eV: -8.82
Multiplicity: 1

Each line ends with the natural charge from an NBO analysis.
CARTESIAN COORDINATES (ANGSTROEM)
Mg: -0.0058 -0.4613 -0.3333  1.666
C: 0.0232 0.5130 2.0352  0.398
O: 0.0406 0.7552 3.1430  -0.356
C: -0.0049 2.0591 -0.4076  0.392
O: -0.0055 3.2001 -0.5224  -0.334
C: -2.0915 0.0180 -0.0463  0.373
O: -3.2484 0.0169 0.0398  -0.304
C: 2.0893 0.0160 -0.0891  0.373
O: 3.2481 0.0151 -0.0403  -0.303
C: -0.0070 -1.6447 -4.9586  -0.417
H: 0.9342 -2.2143 -4.8486  0.205
H: -0.9455 -2.2134 -4.8252  0.205
C: -0.0102 -0.3500 -5.2671  -0.392
H: -0.9511 0.2142 -5.4042  0.209
H: 0.9277 0.2132 -5.4278  0.209
C: 0.0493 -4.5880 2.0249  -0.095
C: 1.2096 -4.0708 1.4508  -0.188
C: 1.1775 -2.8278 0.8354  0.025
N: 0.0005 -2.1670 0.7836  -0.713
C: -1.1375 -2.6003 1.3706  0.032
C: -1.1319 -3.8484 1.9778  -0.196
H: 0.0666 -5.5586 2.5174  0.270
H: 2.1524 -4.5884 1.4648  0.262
H: 2.0544 -2.3683 0.3765  0.207
H: -2.0225 -1.9651 1.3247  0.209
H: -2.0580 -4.1908 2.4046  0.264

---

No. 4
Density functional theory data (ωB97M-V/def2-TZVPD) for one molecule with the formula C11H9N in a non-equilibrium geometry.

Kohn-Sham gap (alpha / beta) in eV: 7.2 / 7.2
SMILES string: C=NC(=C=C=CC#CC)C#CC
LUMO (alpha / beta) in eV: -0.30 / -0.30
Multiplicity: 1

Each line ends with the natural charge from an NBO analysis.
CARTESIAN COORDINATES (ANGSTROEM)
C: -1.6824 -1.1112 0.7788  -0.057
C: -1.0282 -2.0779 0.3538  0.048
C: 1.0977 -2.2318 -0.5848  -0.070
C: -1.1384 1.2374 0.6709  -0.080
C: 2.3097 -2.1370 -0.6514  0.043
C: -0.6312 2.2433 1.0793  0.085
C: -3.3381 1.0598 -1.2652  -0.005
C: -0.2966 -2.3050 -0.6893  -0.278
C: -1.9146 0.1138 0.3491  0.091
C: 3.7384 -2.0830 -0.6683  -0.691
C: 0.1566 3.2260 1.7765  -0.708
N: -3.1555 0.4233 -0.2161  -0.371
H: -4.3269 1.4302 -1.4971  0.169
H: -2.5803 1.2648 -2.0552  0.147
H: -0.6516 -3.0536 -1.4045  0.224
H: 4.0351 -2.7581 0.0859  0.240
H: 4.2195 -1.0504 -0.6135  0.238
H: 3.9863 -2.4797 -1.6681  0.237
H: 1.0607 2.7238 2.0660  0.249
H: -0.1105 3.3748 2.8401  0.247
H: 0.2506 4.1905 1.3130  0.241

---

No. 5
Density functional theory data (ωB97M-V/def2-TZVPD) for one molecule with the formula C11H9N2P in a non-equilibrium geometry.

Kohn-Sham gap in eV: 7.0
LUMO in eV: -0.82
Multiplicity: 1

Each line ends with the natural charge from an NBO analysis.
CARTESIAN COORDINATES (ANGSTROEM)
C: 1.7684 -1.3779 -1.7564  -0.123
C: -1.2263 -1.8427 -1.2061  -0.199
C: -1.4315 -0.6441 -1.7426  -0.202
C: -0.2932 -2.0488 -0.0953  -0.162
C: -0.5880 0.4518 -1.3246  -0.326
C: 0.1772 -0.9473 0.5270  -0.093
C: 0.1166 0.3445 -0.0526  0.061
C: 0.4570 -1.0273 1.9701  -0.115
C: 0.4053 0.1324 2.6833  -0.335
C: 0.0070 1.4062 2.1011  0.060
C: 0.1743 2.8057 0.2454  -0.429
N: 2.2191 -2.4626 -1.8413  -0.281
N: 0.1249 1.4910 0.7726  -0.411
P: 1.5107 0.3180 -1.6337  0.458
H: -1.7480 -2.6349 -1.6435  0.223
H: -2.2866 -0.3365 -2.3003  0.227
H: -0.3074 -3.0836 0.3137  0.242
H: -0.7905 1.4976 -1.5020  0.251
H: 1.0837 -1.9899 2.2544  0.237
H: 0.4043 0.3288 3.7772  0.241
H: 0.8451 3.0187 -0.5521  0.217
H: -0.8354 3.0523 -0.0777  0.196
H: 0.2133 3.5485 1.0833  0.265

---

No. 6
Density functional theory data (ωB97M-V/def2-TZVPD) for one molecule with the formula C11H9NO2S in a non-equilibrium geometry.

Kohn-Sham gap in eV: 8.0
SMILES string: O=C(O)c1cc2cccc3c2n1CCS3
LUMO in eV: 0.12
Multiplicity: 1

Each line ends with the natural charge from an NBO analysis.
CARTESIAN COORDINATES (ANGSTROEM)
O: -1.5676 1.8924 -2.6365  -0.619
O: -2.8160 0.0317 -2.8563  -0.663
S: 1.9895 1.4140 1.7861  0.273
C: -1.7784 0.7109 -2.3330  0.748
C: -0.9391 -1.3198 -1.1775  -0.208
C: -0.9610 0.0537 -1.3647  0.012
C: 1.2620 -2.6030 1.6542  -0.226
C: 1.7756 -1.3535 2.0509  -0.207
C: 0.3624 -2.7182 0.6081  -0.214
C: 1.3853 -0.1705 1.3723  -0.210
C: -0.0432 -1.5731 -0.0512  -0.026
C: 0.4858 -0.3297 0.3316  0.105
N: -0.0538 0.6549 -0.4677  -0.324
C: 0.5591 2.3724 1.2149  -0.537
C: 0.1939 2.1048 -0.2305  -0.215
H: -3.2779 0.6984 -3.4139  0.505
H: -1.5823 -2.0057 -1.7187  0.238
H: 1.6207 -3.5381 2.1430  0.218
H: 2.4923 -1.3314 2.8591  0.222
H: 0.0047 -3.7019 0.3308  0.217
H: -0.2318 2.1227 1.9017  0.220
H: 0.7788 3.4256 1.3684  0.242
H: -0.6679 2.7293 -0.5273  0.241
H: 1.0089 2.4337 -0.8437  0.209

---

No. 7
Density functional theory data (ωB97M-V/def2-TZVPD) for one molecule with the formula C11H9NO3 in a non-equilibrium geometry.

Kohn-Sham gap (alpha / beta) in eV: 7.1 / 6.9
SMILES string: C/C(=C/c1oc2ccccc2c1O)N=O
LUMO (alpha / beta) in eV: -1.14 / -1.09
Multiplicity: 1

Each line ends with the natural charge from an NBO analysis.
CARTESIAN COORDINATES (ANGSTROEM)
C: 2.9525 -2.0461 1.3302  -0.245
C: 3.2288 -2.3396 -0.0115  -0.176
C: 1.8748 -1.3290 1.7605  -0.142
C: 2.4758 -1.7229 -0.9972  -0.250
C: 1.1657 -0.6698 0.7433  -0.206
C: 1.4439 -0.9268 -0.6179  0.324
C: -1.2204 1.2910 -1.2496  -0.209
C: -0.1588 0.5275 -0.6699  0.160
C: -2.4075 1.5509 -0.5065  0.018
C: 0.2078 0.3855 0.7126  0.439
C: -3.5370 2.4300 -0.8319  -0.619
N: -2.7626 0.5445 0.2701  0.026
O: 0.6821 -0.2575 -1.4550  -0.408
O: -2.0491 -0.3281 0.8560  -0.412
O: -0.1640 1.2008 1.7044  -0.624
H: 3.6352 -2.4769 2.1127  0.217
H: 4.0747 -3.0170 -0.2447  0.229
H: 1.6013 -1.3849 2.8942  0.244
H: 2.5648 -2.0650 -2.1558  0.235
H: -1.2805 1.1877 -2.3411  0.227
H: -3.1499 3.4107 -0.8798  0.215
H: -4.1979 2.3187 -0.0490  0.234
H: -3.9428 2.1993 -1.8578  0.215
H: -1.0369 1.5171 1.4838  0.507

---

No. 8
Density functional theory data (ωB97M-V/def2-TZVPD) for C12H10As5F30HgN2O4 as an isolated structure in a non-equilibrium geometry.

Kohn-Sham gap in eV: 7.3
Net charge: -3
LUMO in eV: 3.81
Multiplicity: 1

Each line ends with the natural charge from an NBO analysis.
CARTESIAN COORDINATES (ANGSTROEM)
Hg: -0.9493 -0.7219 -0.3797  1.807
As: -3.6083 -3.2628 -2.1900  2.813
F: -4.2752 -3.5855 -0.4787  -0.610
F: -4.4836 -4.6491 -2.7248  -0.627
F: -2.8565 -2.9649 -3.7733  -0.629
F: -2.5412 -2.0246 -1.3953  -0.690
F: -2.3133 -4.4255 -1.7758  -0.630
F: -4.8930 -2.0896 -2.3951  -0.597
As: -0.5986 -4.1492 1.6170  2.788
F: -0.3937 -5.3495 0.3245  -0.601
F: 1.2851 -4.1122 1.7466  -0.652
F: -0.7785 -2.8959 2.8714  -0.580
F: -2.4039 -4.3068 1.6403  -0.579
F: -0.5086 -5.4003 2.8375  -0.633
F: -0.7667 -2.8052 0.2411  -0.696
As: -0.3961 0.9731 2.9524  2.826
F: -1.0659 -0.0735 1.6958  -0.660
F: -1.9429 1.8153 3.2337  -0.588
F: 0.3928 2.0295 4.2251  -0.665
F: 1.2182 0.3600 2.6757  -0.640
F: -0.0465 2.2726 1.7574  -0.644
F: -0.8364 -0.0962 4.2639  -0.595
As: -3.0481 2.6060 -0.4279  2.796
F: -4.1718 1.2150 -0.5220  -0.595
F: -2.9174 2.4181 -2.1907  -0.623
F: -1.8707 3.9411 -0.2731  -0.615
F: -3.2935 2.5425 1.3386  -0.574
F: -1.6360 1.3503 -0.1905  -0.708
F: -4.4265 3.7772 -0.5475  -0.636
As: -4.5561 -0.8730 2.3305  2.781
F: -5.9121 -1.0095 3.4679  -0.633
F: -4.0961 0.8602 2.9023  -0.626
F: -3.1766 -0.7139 1.2009  -0.657
F: -4.8326 -2.6091 1.6731  -0.615
F: -5.6521 -0.2044 1.0504  -0.618
F: -3.3978 -1.4472 3.6140  -0.622
C: 3.1459 4.0960 -2.7241  -0.193
C: 2.6987 3.8843 -3.9830  -0.232
C: 1.7881 2.8238 -4.2327  -0.197
C: 1.3160 2.1353 -3.0916  0.106
C: 1.6999 2.4974 -1.7815  -0.206
C: 2.6807 3.3864 -1.6051  -0.205
N: 0.2214 1.1823 -3.1725  0.563
O: -0.1139 0.9066 -4.2635  -0.352
O: -0.1493 0.5739 -2.2236  -0.426
H: 3.8495 4.9052 -2.5958  0.200
H: 3.1340 4.3629 -4.8478  0.205
H: 1.6474 2.6334 -5.2865  0.237
H: 1.2885 2.1658 -0.8396  0.280
H: 3.0091 3.4556 -0.5786  0.233
C: 5.6664 -0.1468 2.0425  -0.176
C: 4.6373 -1.0689 2.3626  -0.189
C: 3.6472 -1.2678 1.4061  -0.147
C: 3.5996 -0.5014 0.2081  0.047
C: 4.7123 0.3441 -0.1176  -0.181
C: 5.6755 0.5217 0.8562  -0.244
N: 2.5048 -0.5847 -0.7839  0.520
O: 2.6610 -0.3550 -1.9752  -0.349
O: 1.4011 -1.1093 -0.4296  -0.436
H: 6.4025 0.0910 2.7963  0.205
H: 4.5987 -1.4758 3.3623  0.234
H: 2.8101 -1.9461 1.4801  0.289
H: 4.7447 0.8695 -1.0607  0.236
H: 6.4724 1.2297 0.6831  0.205

---

What is the multiplicity in the first record?
1

---

What is the multiplicity in the eighth record?
1

---

Which value of multiplicity does entry 4 give?
1